30
Properties=species:S:1:pos:R:3:nbo_charge:R:1 method="wB97M-V/def2-TZVPD" total_charge=+2 gap_ev=7.44
V 5.56606 8.39297 7.28124 1.1828
C 5.86227 4.07308 6.69271 -0.7084
C 5.78317 5.53595 6.57081 0.3154
N 4.96234 6.29551 7.21410 -0.0973
O 4.18330 5.74783 8.16344 -0.4710
C 6.63642 6.34449 5.65493 0.3427
C 7.26236 5.84635 4.42206 -0.6927
N 6.61828 7.51864 6.10526 -0.0429
O 6.75547 8.76550 5.94882 -0.2662
H 5.53275 3.76369 7.67856 0.2928
H 6.87029 3.70737 6.50273 0.2725
H 5.18956 3.59823 5.96132 0.2977
H 3.32374 6.19086 8.15947 0.5149
H 6.65360 5.03823 4.00909 0.2820
H 8.24689 5.42889 4.63166 0.3027
H 7.37564 6.64037 3.69114 0.2854
Cl 6.77505 10.38763 8.42988 0.2137
C 5.94150 10.10430 9.95437 -0.3481
Cl 4.31170 10.76908 9.93697 0.1037
C 5.69815 8.55471 10.08426 0.7579
O 5.77685 7.94774 11.07673 -0.3656
O 5.37156 8.10681 8.88180 -0.5046
H 6.52504 10.46912 10.78040 0.2983
F 3.88532 8.01830 5.30508 -0.2723
C 3.76404 8.67525 6.47722 0.4698
F 2.75562 8.13921 7.16360 -0.2711
C 3.59216 10.18928 6.22977 0.9150
F 3.04831 10.74709 7.29303 -0.2680
F 2.93462 10.47907 5.14283 -0.2379
F 4.86212 10.68811 6.11577 -0.3014

---

18
Properties=species:S:1:pos:R:3:nbo_charge:R:1 method="wB97M-V/def2-TZVPD" s_squared=2.0191 total_charge=-1 gap_ev="3.29 / 6.21" spin_multiplicity=3
C 3.00042 -0.30177 0.01508 -0.3547
C 2.77790 -0.35572 1.33880 0.4542
C 1.97908 0.06614 -0.80734 0.4460
C 1.07402 0.06878 1.49540 -0.3869
C 0.69203 -0.09269 0.03622 -0.2005
C 0.16743 -1.46870 -0.32671 -0.6116
C -0.40685 1.08011 -0.30996 -0.5870
O 3.55846 -0.63432 2.20358 -0.5188
O 2.02132 0.44451 -1.98306 -0.5435
I 4.95304 -0.22129 -0.92281 -0.1890
I 0.01758 -0.87873 3.18467 0.0214
H 1.12930 1.13188 1.80889 0.2147
H -0.60027 -1.92299 0.38062 0.2155
H 1.05979 -2.13385 -0.49269 0.2180
H -0.37707 -1.45926 -1.24807 0.2137
H 0.15122 1.92892 0.11208 0.1988
H -1.40534 0.85978 0.15617 0.2022
H -0.43459 1.15417 -1.30448 0.2075

---

57
Properties=species:S:1:pos:R:3:nbo_charge:R:1 method="wB97M-V/def2-TZVPD" gap_ev=8.48 e_above_lowest_kj_mol=33.4 smiles="COC[C@H](C)n1c(C)cc(C(=O)COC(=O)c2c(NC(C)=O)sc(C)c2C)c1C"
C 3.80412 1.39549 2.47883 -0.2484
H 4.56211 2.02426 2.94119 0.1998
O 4.18314 0.06723 2.73888 -0.5337
C 3.39777 -0.91165 2.10432 -0.0672
C 2.07753 -1.20297 2.86004 -0.0681
N 0.99228 -1.51260 1.95092 -0.3364
C 0.89038 -2.57474 1.10762 0.2404
C -0.28195 -2.43153 0.36899 -0.2643
C -0.90629 -1.23616 0.82221 -0.2672
C -0.11233 -0.69805 1.78763 0.1490
C -0.34171 0.55461 2.55842 -0.6463
H -1.30518 0.96552 2.26925 0.2384
H -0.35784 0.37149 3.63322 0.2153
H 0.42066 1.30462 2.34181 0.2143
H -1.84994 -0.84127 0.50448 0.2237
C -0.71328 -3.29373 -0.70906 0.5622
O -0.34585 -4.44088 -0.87341 -0.5590
C -1.67272 -2.64938 -1.71461 -0.1791
H -1.70167 -3.26244 -2.62091 0.2141
H -2.68374 -2.58913 -1.29226 0.2308
O -1.21392 -1.34693 -2.04467 -0.4972
C -2.09202 -0.34340 -2.01289 0.8039
O -3.29241 -0.51800 -1.84735 -0.6676
C -1.49185 0.97015 -2.18291 -0.2856
C -2.30015 2.08813 -2.30048 0.0678
N -3.66926 2.08750 -2.28235 -0.6264
C -4.38941 3.23687 -2.41818 0.6868
O -3.83600 4.30818 -2.55934 -0.5952
C -5.87982 3.03370 -2.37548 -0.7078
H -6.37944 3.99345 -2.46627 0.2424
H -6.16406 2.56175 -1.43759 0.2331
H -6.18704 2.38636 -3.19408 0.2349
H -4.08321 1.16377 -2.14243 0.4545
S -1.41238 3.54231 -2.48200 0.5081
C 0.08969 2.65273 -2.37793 -0.2157
C -0.09985 1.31569 -2.22202 -0.0076
C 1.01024 0.32681 -2.08275 -0.6231
H 0.89407 -0.23891 -1.16016 0.2298
H 0.99026 -0.38391 -2.90628 0.2267
H 1.97137 0.83298 -2.07593 0.2062
C 1.37665 3.40092 -2.46513 -0.6441
H 1.98081 3.04015 -3.29719 0.2222
H 1.17609 4.45797 -2.61731 0.2232
H 1.95685 3.28926 -1.54882 0.2170
C 1.87161 -3.68128 0.98799 -0.6636
H 2.89861 -3.32732 1.00601 0.2094
H 1.68515 -4.20548 0.05372 0.2670
H 1.73140 -4.40369 1.79252 0.2264
C 2.26487 -2.26692 3.93943 -0.6141
H 3.00532 -1.91503 4.65300 0.2247
H 1.32677 -2.44166 4.46167 0.2179
H 2.61064 -3.20560 3.51977 0.2114
H 1.79540 -0.27510 3.36454 0.2221
H 4.02957 -1.80258 2.08227 0.1916
H 3.16897 -0.60895 1.07139 0.1758
H 2.82704 1.64389 2.90929 0.1587
H 3.77391 1.59350 1.40039 0.1678

---

80
Properties=species:S:1:pos:R:3:lowdin_charge:R:1 method="wB97M-V/def2-TZVPD" gap_ev=6.06 e_above_lowest_kj_mol=62.3
K 0.28051 -1.49761 -1.10820 0.5156
I -2.42743 -3.71340 -8.23516 0.8078
C -1.81301 -2.61014 -6.56927 -0.7615
C -0.54463 -2.78779 -6.05207 -0.2551
C -0.16985 -2.04836 -4.94229 -0.6086
I 1.75618 -2.33883 -4.17492 0.9991
C -1.00100 -1.10544 -4.28424 -0.4871
O -0.63656 -0.44356 -3.24176 -0.2679
C -2.29626 -0.95652 -4.87208 -0.1653
C -3.25542 0.04990 -4.28152 -0.1702
N -3.47574 -0.03166 -2.84022 -0.0428
C -3.80697 -1.37047 -2.37056 -0.1695
C -3.97967 -1.29525 -0.87861 -0.2578
C -5.22718 -1.43245 -0.27763 -0.0174
C -5.34263 -1.25269 1.08855 -0.0656
C -4.20827 -0.92044 1.81372 -0.0659
C -3.00768 -0.80716 1.13458 -0.1760
N -2.87995 -1.00831 -0.17642 0.1190
C -2.67832 -1.70010 -5.97166 -0.1284
H 0.14513 -3.49049 -6.49828 0.0734
H -4.21917 -0.04047 -4.79139 0.1125
H -2.88468 1.06039 -4.47640 0.1250
H -2.59265 0.21061 -2.40496 0.0591
H -3.03191 -2.11300 -2.61448 0.1235
H -4.73776 -1.69777 -2.84027 0.1224
H -6.09159 -1.66331 -0.88559 0.1114
H -6.30308 -1.35602 1.57743 0.1060
H -4.24691 -0.75124 2.88157 0.0955
H -2.09816 -0.54088 1.65997 0.0514
H -3.67533 -1.56142 -6.37432 0.0948
C -0.65834 2.80962 -0.16429 -0.0358
C -0.63371 1.42144 -0.37940 -0.1795
N -0.11604 0.78001 0.65616 0.0505
N 0.18922 1.74195 1.56555 0.0000
C -0.12117 2.97141 1.08705 -0.0646
B 0.88910 1.29117 2.82139 -0.6692
N 0.04955 0.18568 3.54232 0.0505
C -1.05566 0.44330 4.24500 -0.0315
C -1.36411 -0.66481 5.01951 -0.0126
C -0.36891 -1.58189 4.73260 -0.1524
N 0.49141 -1.05432 3.85158 -0.1466
N 2.28994 0.68628 2.46610 0.0664
C 3.35435 1.43756 2.17944 -0.0300
C 4.41472 0.62261 1.82568 -0.0090
C 3.90363 -0.65815 1.88270 -0.1434
N 2.61691 -0.61258 2.25633 -0.0865
N 1.13417 2.41805 3.81941 -0.0231
C 2.03055 2.42162 4.84223 -0.0849
C 1.69079 3.43404 5.70010 -0.0571
C 0.53175 3.99322 5.12862 -0.1448
N 0.19258 3.37311 4.01413 0.0631
H -1.03211 3.57362 -0.82296 0.0994
H -0.96949 0.88114 -1.25268 0.0662
H 0.03051 3.84972 1.68802 0.1042
H -1.51797 1.41570 4.17919 0.1359
H -2.18664 -0.78079 5.70181 0.1079
H -0.23352 -2.59305 5.07798 0.1010
H 3.28952 2.51020 2.25568 0.1457
H 5.41343 0.91866 1.56059 0.1139
H 4.37537 -1.60382 1.68575 0.0879
H 2.83798 1.70977 4.88881 0.1214
H 2.20040 3.72970 6.60022 0.0929
H -0.06353 4.82030 5.48186 0.1032
Cl 2.34496 -3.38697 4.10244 0.2561
Ge 1.50060 -2.19423 2.53146 -0.0870
Cl 2.51971 -3.19732 0.82167 0.2066
Cl -0.43826 -2.86519 1.79116 0.2878
C 3.53011 1.30211 -2.76054 -0.1473
C 4.69118 0.59902 -2.05963 -0.1516
C 3.99863 -0.64306 -1.52908 -0.2335
O 2.70512 -0.20269 -1.11197 -0.2655
C 2.35336 0.99876 -1.83783 -0.1924
H 3.35955 0.85386 -3.74051 0.1057
H 3.68514 2.37161 -2.89370 0.1152
H 5.06365 1.20559 -1.22971 0.1052
H 5.52271 0.36775 -2.72392 0.1161
H 4.49460 -1.10203 -0.67444 0.0946
H 3.90240 -1.39843 -2.31565 0.0655
H 2.18168 1.79143 -1.10456 0.1149
H 1.43018 0.82318 -2.39515 0.0937

---

| no. | F_max (eV Å⁻¹) |
| --- | --- |
| 1 | 3.85 |
| 2 | 5.21 |
| 3 | 0.85 |
| 4 | 0.18 |